(1)
Here is a structure of composition C33H48N10O2PRbSiTe from the OMol25 dataset. Energies are from ωB97M-V/def2-TZVPD.

Cartesian coordinates (Å):
Rb  1.1470  -0.5529  0.8166
N  0.4550  -4.5986  3.9773
C  -0.4558  -3.7934  3.3013
N  -0.0107  -2.7741  2.6963
C  1.4292  -2.7662  2.9476
N  1.6829  -3.8512  4.0321
C  3.4995  -3.1467  1.2305
C  4.6944  -3.7342  1.9452
N  5.9119  -2.9709  1.7745
C  5.9073  -2.2164  0.7029
C  4.8338  -1.9627  -0.1661
N  3.5595  -2.3446  0.2366
H  0.1477  -4.8396  4.9124
H  -1.5055  -4.0733  3.3159
H  4.8601  -4.7888  1.6122
H  6.8366  -1.6754  0.5019
H  4.9162  -1.2528  -0.9769
C  0.7780  0.1985  -3.0247
N  0.1445  -1.0325  -3.4976
C  -0.0982  -1.0724  -4.9211
P  -0.6025  -2.0008  -2.3838
O  0.2164  -2.1598  -1.1593
N  -2.1073  -1.4139  -2.0168
C  -2.4283  -1.1628  -0.6005
C  -2.7246  -0.4382  -2.9016
N  -0.8227  -3.4422  -3.2023
C  0.0663  -4.5350  -2.8164
C  -2.1609  -3.8796  -3.5534
H  1.6816  0.3751  -3.6138
H  1.0691  0.0836  -1.9856
H  0.1171  1.0665  -3.0895
H  0.8473  -0.9379  -5.4566
H  -0.7791  -0.2766  -5.2507
H  -0.5101  -2.0387  -5.2086
H  -1.9588  -1.9140  0.0311
H  -3.5134  -1.2337  -0.4765
H  -2.0830  -0.1645  -0.3086
H  -2.5226  -0.6624  -3.9485
H  -2.3713  0.5739  -2.6841
H  -3.8099  -0.4599  -2.7659
H  1.0386  -4.1478  -2.5207
H  0.1978  -5.2128  -3.6644
H  -0.3382  -5.1033  -1.9710
H  -2.7499  -3.0651  -3.9726
H  -2.7145  -4.2805  -2.6952
H  -2.0884  -4.6634  -4.3136
N  1.3560  -4.4245  1.0002
C  2.2503  -3.6674  1.8856
C  2.7268  -4.4216  3.1312
C  4.1233  -3.8135  3.4016
C  4.0984  -2.4186  3.9940
C  3.1365  -1.4948  3.7525
N  1.9139  -1.4899  3.2319
H  1.9620  -4.9827  0.4030
H  0.9032  -3.7708  0.3625
H  2.7204  -5.5123  3.0830
H  4.7252  -4.4701  4.0366
H  5.0233  -2.0676  4.4297
H  3.4279  -0.4488  4.2138
C  -3.0148  5.2936  -1.2289
C  -2.5385  3.8626  -1.4737
C  -3.7642  2.9468  -1.5749
C  -1.7697  3.8346  -2.7996
Si  -1.3670  3.1041  -0.1480
O  -0.7987  1.6906  -0.5731
C  -2.3659  2.9904  1.4732
C  -2.4731  1.7243  2.0586
C  -3.1706  1.5186  3.2441
C  -3.7917  2.5870  3.8756
C  -3.7027  3.8566  3.3180
C  -2.9966  4.0499  2.1367
C  0.0441  4.3478  0.1579
C  -0.0893  5.6615  0.6213
C  1.0167  6.4730  0.8460
C  2.2965  5.9822  0.6147
C  2.4586  4.6814  0.1602
C  1.3440  3.8805  -0.0657
H  -3.6721  5.6130  -2.0514
H  -2.1820  5.9989  -1.1839
H  -3.5920  5.3851  -0.3052
H  -4.3887  3.2352  -2.4337
H  -4.3818  3.0087  -0.6747
H  -3.4761  1.8998  -1.6999
H  -2.4277  4.1282  -3.6312
H  -1.3670  2.8421  -3.0036
H  -0.9240  4.5294  -2.7819
H  -1.9839  0.8893  1.5697
H  -3.2128  0.5268  3.6783
H  -4.3305  2.4347  4.8037
H  -4.1755  4.6996  3.8099
H  -2.9317  5.0557  1.7373
H  -1.0741  6.0657  0.8283
H  0.8810  7.4843  1.2129
H  3.1621  6.6073  0.8012
H  3.4522  4.2811  -0.0040
H  1.4670  2.8593  -0.4090
Te  3.7915  1.2948  3.2813

For the frontier orbital gap (alpha / beta), the calculation gives 3.715 / 3.686 eV. As for the total energy: -2907.2825 Eh. The lowest unoccupied orbital energy (alpha / beta) comes out at 3.63 / 3.63 eV. Its relative energy (zero: lowest compared OMol25 entry of this formula, charge and spin) is 13.5 kJ/mol. Its HOMO energy (alpha / beta) is -0.09 / -0.06 eV. As for the charge: -2.

Löwdin population analysis, charges in e, atoms 1 to 8:
1 Rb 0.677
2 N 0.019
3 C -0.229
4 N 0.110
5 C -0.502
6 N 0.029
7 C -0.261
8 C -0.292

---

(2)
Here is a cluster of 3 separate species, C23H56N2O3Si in total from the OMol25 dataset. Energies are from ωB97M-V/def2-TZVPD.

Cartesian coordinates (Å):
C  5.5966  3.3528  -0.1388
C  4.8328  2.1951  -0.7625
O  4.4239  1.3147  0.2639
C  3.5167  0.3303  -0.1902
C  2.1024  0.8851  -0.3378
O  1.5210  0.4104  -1.5347
C  0.5966  1.2958  -2.1561
Si  -1.1579  1.0933  -1.4757
C  -1.1875  1.4197  0.3899
O  -0.3400  2.5169  0.6991
C  -0.2023  2.7026  2.0853
C  -2.4229  2.0293  -2.5122
C  -3.8597  1.6105  -2.1080
C  -2.2723  3.5550  -2.5857
C  -2.2755  4.2637  -1.2310
H  6.0418  3.0065  0.7928
H  4.9272  4.1767  0.0982
H  6.3845  3.7088  -0.7983
H  5.4552  1.6531  -1.4829
H  3.9602  2.5653  -1.3118
H  3.8469  -0.0917  -1.1436
H  3.5437  -0.4616  0.5556
H  1.4936  0.5826  0.5187
H  2.1412  1.9766  -0.3233
H  0.9527  2.3308  -2.1277
H  0.5533  1.0051  -3.2094
H  -1.4973  -0.3427  -1.6232
H  -2.1947  1.6078  0.7803
H  -0.8072  0.5136  0.8817
H  0.2624  1.8234  2.5466
H  0.4212  3.5730  2.2684
H  -1.1808  2.8612  2.5511
H  -2.2427  1.6594  -3.5279
H  -3.8788  0.9433  -1.2447
H  -4.3384  1.0670  -2.9224
H  -4.4714  2.4836  -1.8895
H  -1.3613  3.8136  -3.1295
H  -3.0985  3.9456  -3.1873
H  -2.9679  3.7845  -0.5367
H  -2.5863  5.3031  -1.3276
H  -1.2871  4.2541  -0.7755
C  -4.1311  -4.9993  -5.8826
C  -3.0189  -4.4187  -5.0227
N  -3.3188  -3.0907  -4.5198
C  -2.1677  -2.4156  -3.9477
C  -1.5284  -3.0051  -2.6853
C  -4.5620  -2.9627  -3.7792
C  -4.7572  -3.8499  -2.5416
H  -4.3814  -4.3223  -6.7003
H  -3.8072  -5.9491  -6.3095
H  -5.0373  -5.1935  -5.3082
H  -2.1165  -4.3313  -5.6336
H  -2.7789  -5.1378  -4.2224
H  -2.4578  -1.3799  -3.7450
H  -1.4035  -2.3629  -4.7298
H  -2.1370  -2.8284  -1.7993
H  -0.5631  -2.5269  -2.5097
H  -1.3528  -4.0782  -2.7727
H  -5.3860  -3.1514  -4.4710
H  -4.6619  -1.9127  -3.4915
H  -4.4582  -4.8816  -2.7322
H  -5.8118  -3.8623  -2.2600
H  -4.1942  -3.4900  -1.6817
C  1.0929  1.5377  6.0991
C  2.2951  0.6340  6.3237
N  2.0911  -0.7111  5.8200
C  3.0882  -1.6615  6.2786
C  4.5410  -1.4627  5.8282
C  1.7158  -0.8030  4.4206
C  2.6678  -0.2001  3.3776
H  0.1916  1.0981  6.5281
H  1.2639  2.5040  6.5751
H  0.9124  1.7260  5.0398
H  2.4723  0.5510  7.3993
H  3.1887  1.1217  5.9012
H  2.7566  -2.6608  5.9836
H  3.0614  -1.6493  7.3725
H  4.6893  -1.7373  4.7847
H  5.1991  -2.0954  6.4268
H  4.8711  -0.4317  5.9592
H  0.7361  -0.3319  4.3063
H  1.5528  -1.8596  4.1942
H  3.0401  0.7808  3.6766
H  2.1376  -0.0722  2.4313
H  3.5239  -0.8440  3.1817

Its structure (SMILES) is CCOCCOC[Si@@H](COC)[C@@H](C)CC.CCN(CC)CC.CCN(CC)CC. For the frontier orbital gap, the calculation gives 8.800 eV. As for the total energy: -1534.5586 Eh. The lowest unoccupied orbital energy comes out at 0.74 eV. Its HOMO energy is -8.06 eV. As for the charge: 0.

Löwdin population analysis, charges in e, atoms 1 to 8:
1 C -0.063
2 C -0.283
3 O -0.152
4 C -0.176
5 C -0.201
6 O -0.191
7 C -0.272
8 Si 0.759

---

(3)
Here is the molecule C3H5NO2 in a non-equilibrium geometry from the OMol25 dataset. Energies are from ωB97M-V/def2-TZVPD.

Cartesian coordinates (Å):
N  -1.1177  1.4595  -1.4414
C  -0.2248  1.2750  -0.7255
C  0.9724  0.7723  -0.0002
O  0.9822  -0.6248  -0.0673
C  -0.2195  -1.2291  0.4416
O  -1.3274  -0.3927  0.4234
H  1.8395  1.1299  -0.5622
H  1.0172  1.1577  1.0272
H  -0.3446  -2.1323  -0.1635
H  -0.0571  -1.5075  1.4922
H  -1.5842  -0.0339  -0.4712

Its structure (SMILES) is N#CCOCO. For the frontier orbital gap, the calculation gives 11.545 eV. As for the total energy: -322.4894 Eh. The lowest unoccupied orbital energy comes out at 0.79 eV. Its relative energy (zero: lowest compared OMol25 entry of this formula, charge and spin) is 223.1 kJ/mol. Its HOMO energy is -10.76 eV. As for the charge: 0.

Löwdin population analysis, charges in e, atoms 1 to 8:
1 N 0.165
2 C -0.167
3 C -0.180
4 O -0.105
5 C -0.254
6 O -0.067
7 H 0.137
8 H 0.137

---

(4)
Here is the molecule C12H14INO in a non-equilibrium geometry from the OMol25 dataset. Energies are from ωB97M-V/def2-TZVPD.

Cartesian coordinates (Å):
C  -1.5031  -2.3986  -0.0176
C  -0.6692  -1.4169  0.0548
N  0.7046  -1.5890  0.3839
C  1.3428  -2.9103  0.3574
C  1.5826  -0.4951  0.1914
C  2.6695  -0.7424  -0.6211
O  2.9740  -1.5344  -1.3932
I  4.4797  0.6725  -0.0796
C  1.2526  0.7398  0.5552
C  -0.1942  1.1315  1.0550
C  -0.4279  2.5905  0.6880
C  -0.5858  2.5396  -0.8731
C  -1.2732  1.1290  -1.0755
C  -2.4900  0.7443  -0.2097
C  -1.0844  0.3050  0.2023
H  -1.1892  -3.4201  -0.1988
H  -2.5729  -2.1902  -0.3703
H  0.8506  -3.6318  1.1491
H  1.2052  -3.4619  -0.5991
H  2.3043  -2.7137  0.7576
H  1.9893  1.5280  0.3525
H  -0.2967  1.0566  2.1668
H  0.3091  3.2834  1.1499
H  -1.3894  2.8795  1.1274
H  -1.1917  3.2507  -1.2654
H  0.4274  2.7509  -1.3429
H  -1.1275  0.6473  -2.0173
H  -3.0180  1.3511  0.4229
H  -3.0785  -0.0954  -0.5504

Its structure (SMILES) is C=C1N(C)C(C(=O)I)=C[C@H]2CC[C@@H]3C[C@@]132. For the frontier orbital gap, the calculation gives 8.279 eV. As for the total energy: -893.2063 Eh. The lowest unoccupied orbital energy comes out at -0.16 eV. Its HOMO energy is -8.44 eV. As for the charge: 0.

Löwdin population analysis, charges in e, atoms 1 to 8:
1 C 0.023
2 C -0.159
3 N -0.078
4 C -0.053
5 C -0.315
6 C -0.643
7 O 0.098
8 I 0.593

---

(5)
Here is a cluster of 2 separate species, C3H3FN4 in total in a non-equilibrium geometry from the OMol25 dataset. Energies are from ωB97M-V/def2-TZVPD.

Cartesian coordinates (Å):
N  0.2423  -2.4214  0.4274
C  0.5683  -1.3295  0.3720
C  1.1201  -0.0643  0.1212
C  1.6206  0.0568  -1.1703
N  2.0863  0.1530  -2.2030
N  1.0990  0.7835  1.0697
F  1.4816  2.0485  0.8335
N  -2.0801  0.1123  -0.0862
H  -1.5461  0.9036  -0.1891
H  -1.6124  -0.6173  0.3657
H  -2.9796  0.3748  0.4591

Its structure (SMILES) is N#CC(C#N)=NF.N. For the frontier orbital gap, the calculation gives 8.484 eV. As for the total energy: -434.8587 Eh. The lowest unoccupied orbital energy comes out at -1.85 eV. Its relative energy (zero: lowest compared OMol25 entry of this formula, charge and spin) is 249.2 kJ/mol. Its HOMO energy is -10.33 eV. As for the charge: 0.

Löwdin population analysis, charges in e, atoms 1 to 8:
1 N 0.237
2 C -0.184
3 C -0.312
4 C -0.146
5 N 0.234
6 N 0.144
7 F 0.018
8 N 0.039